[1]
A cluster of 10 separate species, C10H40N20O10 in total at a distorted geometry, computed with ωB97M-V/def2-TZVPD.

Structure (XYZ):
```
80
C10H40N20O10 (ωB97M-V/def2-TZVPD)
C -1.109 -4.626 -3.310
O -1.539 -3.615 -3.924
N -0.806 -5.748 -3.870
N -0.873 -4.672 -2.059
H -1.266 -5.988 -4.737
H -0.343 -6.439 -3.299
H -0.172 -5.334 -1.757
H -1.036 -3.813 -1.553
C 2.174 -1.318 -3.205
O 2.508 -2.179 -3.972
N 2.210 -0.063 -3.349
N 2.078 -1.519 -1.928
H 2.226 0.421 -4.235
H 2.455 0.374 -2.472
H 2.208 -2.512 -1.801
H 1.713 -0.844 -1.271
C 2.604 -1.387 4.989
O 1.891 -2.357 5.323
N 3.806 -1.136 5.552
N 2.282 -0.427 4.174
H 3.903 -1.938 6.158
H 3.762 -0.182 5.882
H 1.410 -0.463 3.665
H 3.013 0.132 3.757
C 3.548 1.856 0.163
O 2.817 1.333 -0.685
N 4.807 2.161 -0.044
N 3.345 2.036 1.397
H 5.097 2.321 -0.998
H 5.408 2.263 0.761
H 2.393 2.166 1.709
H 3.989 1.833 2.148
C -1.257 3.319 -3.780
O -1.773 3.888 -4.733
N -1.407 3.623 -2.580
N -0.602 2.205 -3.800
H -1.400 2.984 -1.798
H -1.891 4.500 -2.452
H -0.194 1.752 -2.995
H -0.521 1.754 -4.700
C 0.068 2.212 3.453
O 0.654 2.060 2.386
N 0.602 2.342 4.662
N -1.181 1.979 3.625
H 0.154 2.380 5.567
H 1.589 2.142 4.729
H -1.611 1.642 2.776
H -1.500 2.264 4.539
C -4.572 -0.413 -3.004
O -4.475 -0.535 -4.217
N -5.659 -0.437 -2.359
N -3.581 -0.232 -2.244
H -5.715 -0.367 -1.353
H -6.565 -0.665 -2.743
H -2.604 -0.214 -2.500
H -3.872 -0.184 -1.278
C 0.458 -3.767 1.814
O 0.351 -2.621 1.342
N 0.501 -4.946 1.127
N 0.593 -3.950 3.142
H 0.692 -4.752 0.155
H 0.964 -5.663 1.668
H 0.908 -3.225 3.770
H 0.352 -4.889 3.427
C -0.649 0.218 -0.483
O -0.825 1.237 -1.056
N 0.063 0.161 0.606
N -1.130 -0.937 -0.648
H 0.010 -0.738 1.063
H 0.439 1.037 0.941
H -0.694 -1.653 -0.084
H -2.019 -1.259 -1.002
C -2.524 4.335 0.368
O -3.433 3.512 0.311
N -2.534 5.516 -0.222
N -1.421 4.071 0.928
H -3.423 5.848 -0.567
H -1.813 6.223 -0.244
H -0.676 4.732 0.760
H -1.382 3.170 0.473
```

Calculated values
**Calculated total energy**: -61298.233 eV
**Net charge**: -1
**E_LUMO (spin up / spin down)**: 0.0719 / 0.0704 Eh
**Multiplicity**: 2
**Expectation value of S²**: 0.750

***

[2]
A cluster of 10 separate species, C10H40N20O10 in total at a distorted geometry, computed with ωB97M-V/def2-TZVPD.

Structure (XYZ):
```
80
C10H40N20O10 (ωB97M-V/def2-TZVPD)
N -2.457 -4.331 5.147
C -2.573 -3.159 4.722
N -1.425 -2.784 4.244
O -3.572 -2.458 4.818
H -1.593 -4.837 5.010
H -3.279 -4.721 5.586
H -1.493 -1.989 3.624
H -0.756 -3.509 4.028
N 4.198 -0.195 -2.888
C 3.906 -1.327 -3.422
N 2.789 -1.156 -4.076
O 4.502 -2.373 -3.257
H 5.066 -0.183 -2.373
H 3.769 0.643 -3.254
H 2.469 -1.972 -4.578
H 2.228 -0.316 -4.106
N -1.736 -5.825 -1.352
C -0.567 -6.323 -1.779
N -0.068 -5.792 -2.836
O 0.050 -7.112 -1.105
H -2.362 -5.306 -1.952
H -2.160 -6.096 -0.476
H -0.578 -5.006 -3.210
H 0.903 -6.021 -2.996
N 3.576 0.835 4.259
C 2.518 1.511 4.411
N 1.413 0.786 4.799
O 2.521 2.677 4.017
H 3.630 -0.131 4.548
H 4.432 1.325 4.043
H 1.388 -0.093 5.295
H 0.556 1.315 4.726
N 3.531 -4.848 0.580
C 3.746 -3.877 1.343
N 4.816 -3.233 0.984
O 3.194 -3.509 2.317
H 2.664 -5.345 0.433
H 4.144 -5.142 -0.167
H 4.962 -2.979 0.017
H 5.084 -2.591 1.717
N -2.359 6.175 0.410
C -1.065 6.284 0.305
N -0.487 5.994 1.469
O -0.526 6.678 -0.665
H -2.813 5.793 1.227
H -2.858 6.312 -0.458
H -0.972 5.590 2.258
H 0.517 6.071 1.544
N -4.829 -2.048 -2.372
C -4.184 -1.935 -3.474
N -2.915 -2.035 -3.391
O -4.796 -1.908 -4.534
H -4.383 -1.873 -1.483
H -5.744 -2.475 -2.374
H -2.519 -1.554 -2.596
H -2.445 -2.042 -4.285
N -0.004 1.080 0.093
C -0.504 -0.138 -0.040
N 0.430 -1.041 -0.208
O -1.639 -0.516 0.174
H 0.908 1.426 -0.169
H -0.417 1.785 0.687
H 0.194 -2.006 -0.028
H 1.390 -0.823 -0.436
N 4.412 6.292 -2.228
C 4.325 6.149 -0.969
N 3.889 4.993 -0.569
O 4.522 7.106 -0.161
H 4.446 7.240 -2.573
H 4.289 5.432 -2.743
H 4.176 4.657 0.339
H 3.420 4.465 -1.291
N -5.069 2.994 -0.991
C -6.317 2.950 -0.720
N -6.949 3.882 -1.267
O -6.891 2.097 -0.043
H -4.662 3.641 -1.651
H -4.547 2.211 -0.622
H -6.509 4.581 -1.847
H -7.950 3.964 -1.163
```

Calculated values
**SMILES string**: NC(N)=O.NC(N)=O.NC(N)=O.NC(N)=O.NC(N)=O.NC(N)=O.NC(N)=O.NC(N)=O.NC(N)=O.NC(N)=O
**Calculated total energy**: -61299.279 eV
**E_LUMO**: -0.0305 Eh

***

[3]
A structure of composition C10H44BCuN20O10 at a distorted geometry, computed with ωB97M-V/def2-TZVPD.

Structure (XYZ):
```
86
C10H44BCuN20O10 (ωB97M-V/def2-TZVPD)
Cu -1.967 -0.489 -0.691
B 0.275 -0.178 -0.143
H 1.344 0.156 0.205
H 0.138 -1.361 -0.017
H -0.525 0.293 0.612
H 0.037 0.131 -1.272
C 1.738 -2.400 3.584
O 2.915 -2.594 3.282
N 1.359 -1.938 4.800
N 0.741 -2.466 2.630
H 2.010 -1.792 5.545
H 0.359 -1.907 4.894
H 1.083 -2.810 1.750
H -0.183 -2.779 2.878
C 4.628 -0.179 0.306
O 4.505 0.845 -0.352
N 5.821 -0.812 0.526
N 3.558 -0.785 0.935
H 5.850 -1.654 1.068
H 6.651 -0.399 0.143
H 2.654 -0.695 0.497
H 3.713 -1.569 1.554
C 1.553 2.455 3.251
O 1.631 3.053 4.321
N 1.131 1.148 3.161
N 1.807 3.063 2.046
H 0.504 0.866 3.889
H 1.245 0.654 2.293
H 1.804 4.060 1.965
H 1.656 2.455 1.259
C 1.960 3.311 -1.809
O 1.159 3.904 -1.073
N 2.868 4.014 -2.541
N 2.048 1.959 -1.916
H 3.382 3.531 -3.256
H 3.049 4.992 -2.431
H 1.336 1.358 -1.532
H 2.987 1.595 -1.986
C -2.674 2.588 -0.898
O -2.335 1.543 -0.279
N -1.720 3.338 -1.487
N -3.972 2.998 -0.975
H -0.791 3.050 -1.188
H -1.919 4.224 -1.911
H -4.040 3.906 -1.403
H -4.672 2.666 -0.339
C -2.723 -2.144 2.093
O -2.309 -1.276 1.316
N -2.943 -1.907 3.398
N -2.936 -3.425 1.667
H -2.944 -0.935 3.755
H -3.333 -2.627 3.980
H -2.770 -3.593 0.690
H -3.366 -4.113 2.253
C 1.944 -1.048 -3.417
O 1.703 -1.177 -4.614
N 1.471 -1.922 -2.474
N 2.749 -0.073 -2.896
H 0.903 -2.706 -2.759
H 1.537 -1.695 -1.496
H 3.287 0.573 -3.446
H 3.183 -0.196 -1.994
C -1.779 -0.196 -4.044
O -1.739 -0.055 -2.822
N -2.797 0.320 -4.806
N -0.768 -0.735 -4.782
H -3.626 0.680 -4.370
H -2.839 0.082 -5.780
H 0.148 -0.792 -4.361
H -0.848 -0.809 -5.778
C -1.650 -3.273 -2.215
O -1.729 -2.511 -1.244
N -2.494 -3.226 -3.273
N -0.594 -4.124 -2.283
H -2.270 -3.800 -4.064
H -3.278 -2.615 -3.140
H -0.613 -4.849 -2.978
H -0.074 -4.206 -1.425
C -2.668 1.651 4.129
O -2.864 0.525 4.592
N -2.874 2.784 4.867
N -2.185 1.870 2.857
H -3.479 2.660 5.660
H -2.747 3.695 4.469
H -1.946 1.061 2.308
H -2.445 2.779 2.528
```

Calculated values
**Calculated total energy**: -106679.905 eV
**Net charge**: +1
**E_LUMO (spin up / spin down)**: -0.0974 / -0.1869 Eh
**Multiplicity**: 2
**Expectation value of S²**: 0.751

***

Q: Look up the calculated total energy of the third one.
A: -106679.905 eV

***

Q: Look up the calculated total energy of the first one.
A: -61298.233 eV